1.
Molecular formula: C60H88CaN5O5
Method: DFT, the ωB97M-V functional and the def2-TZVPD basis

Calculated values
* total charge: -1
* HOMO level: -4.3 eV
* LUMO: 2.3 eV
* total energy: -99780.9087 eV
* M: 999.47 g mol⁻¹

Positions of all 159 atoms, in Å:
1 Ca 0.777 -0.757 0.404
2 C 6.375 4.876 1.915
3 C 5.990 4.044 3.148
4 C 7.229 3.276 3.632
5 C 5.557 5.013 4.254
6 C 4.882 3.049 2.809
7 C 4.907 2.306 1.635
8 C 3.921 1.391 1.302
9 C 4.237 0.651 -0.007
10 N 3.320 -0.256 -0.746
11 C 2.966 0.411 -2.029
12 C 2.393 -0.381 -3.212
13 N 0.999 -0.817 -3.174
14 C 0.730 -2.258 -3.020
15 C 1.706 -3.134 -2.241
16 N 1.765 -2.971 -0.775
17 C 3.127 -2.709 -0.263
18 C 3.905 -1.593 -0.929
19 C 1.289 -4.195 -0.056
20 C -0.076 -4.246 0.571
21 C -1.025 -5.154 0.154
22 C -2.193 -5.358 0.886
23 C -2.240 -4.751 2.141
24 C -1.257 -3.893 2.644
25 C -0.261 -3.446 1.729
26 O 0.501 -2.394 1.890
27 C -1.286 -3.560 4.153
28 C -1.673 -4.828 4.938
29 C 0.080 -3.122 4.689
30 C -2.307 -2.461 4.477
31 C -3.358 -6.219 0.400
32 C -3.610 -7.384 1.364
33 C -4.626 -5.353 0.317
34 C -3.089 -6.793 -0.991
35 C 0.242 -0.305 -4.320
36 C -0.555 1.010 -4.286
37 C -1.378 1.212 -5.385
38 C -2.124 2.372 -5.550
39 C -1.983 3.351 -4.575
40 C -1.174 3.200 -3.445
41 C -0.481 1.996 -3.297
42 O 0.233 1.705 -2.176
43 C -1.169 4.327 -2.393
44 C 0.165 4.454 -1.642
45 C -1.430 5.695 -3.045
46 C -2.296 4.047 -1.385
47 C -3.086 2.516 -6.732
48 C -2.320 2.390 -8.056
49 C -3.807 3.864 -6.722
50 C -4.148 1.406 -6.657
51 C 2.814 1.163 2.156
52 O 1.823 0.414 1.754
53 C 2.849 1.810 3.424
54 C 3.843 2.753 3.680
55 C 1.869 1.536 4.584
56 C 2.669 1.237 5.866
57 C 0.969 0.314 4.370
58 C 0.989 2.768 4.832
59 H 7.068 5.675 2.199
60 H 5.489 5.328 1.462
61 H 6.869 4.267 1.154
62 H 8.051 3.963 3.870
63 H 7.574 2.580 2.862
64 H 6.992 2.694 4.527
65 H 6.320 5.786 4.390
66 H 5.432 4.502 5.213
67 H 4.612 5.502 4.001
68 H 5.729 2.439 0.932
69 H 5.143 0.084 0.212
70 H 4.553 1.426 -0.708
71 H 3.876 0.874 -2.442
72 H 2.266 1.215 -1.809
73 H 3.057 -1.200 -3.511
74 H 2.480 0.349 -4.019
75 H 0.687 -2.733 -4.015
76 H -0.260 -2.366 -2.565
77 H 2.708 -3.074 -2.670
78 H 1.363 -4.145 -2.466
79 H 3.746 -3.615 -0.337
80 H 3.019 -2.465 0.800
81 H 4.052 -1.808 -1.985
82 H 4.904 -1.638 -0.494
83 H 1.991 -4.356 0.762
84 H 1.392 -5.055 -0.724
85 H -0.843 -5.704 -0.765
86 H -3.076 -4.993 2.794
87 H -1.074 -5.677 4.606
88 H -2.728 -5.092 4.819
89 H -1.490 -4.668 6.006
90 H 0.789 -3.958 4.663
91 H -0.025 -2.794 5.728
92 H 0.499 -2.320 4.095
93 H -3.295 -2.709 4.076
94 H -1.983 -1.506 4.053
95 H -2.397 -2.334 5.562
96 H -3.915 -7.027 2.350
97 H -2.699 -7.977 1.489
98 H -4.401 -8.039 0.982
99 H -4.901 -4.965 1.301
100 H -5.471 -5.935 -0.073
101 H -4.455 -4.497 -0.341
102 H -2.222 -7.461 -0.986
103 H -2.903 -5.994 -1.715
104 H -3.956 -7.368 -1.329
105 H -0.465 -1.072 -4.637
106 H 0.939 -0.194 -5.162
107 H -1.429 0.420 -6.132
108 H -2.537 4.271 -4.685
109 H 0.986 4.635 -2.342
110 H 0.402 3.561 -1.073
111 H 0.108 5.304 -0.954
112 H -0.772 5.862 -3.903
113 H -1.237 6.479 -2.309
114 H -2.465 5.813 -3.375
115 H -2.135 3.096 -0.872
116 H -3.258 3.989 -1.904
117 H -2.348 4.850 -0.640
118 H -1.588 3.198 -8.153
119 H -3.010 2.445 -8.905
120 H -1.782 1.441 -8.118
121 H -3.104 4.697 -6.807
122 H -4.391 3.998 -5.807
123 H -4.497 3.914 -7.570
124 H -3.699 0.416 -6.766
125 H -4.894 1.532 -7.451
126 H -4.661 1.435 -5.691
127 H 3.800 3.282 4.624
128 H 3.270 0.333 5.732
129 H 1.977 1.067 6.696
130 H 3.340 2.050 6.152
131 H 1.559 -0.547 4.059
132 H 0.217 0.473 3.602
133 H 0.464 0.074 5.312
134 H 1.589 3.646 5.092
135 H 0.292 2.574 5.657
136 H 0.403 3.009 3.943
137 C -3.551 -1.454 -2.461
138 C -3.013 -1.682 -1.070
139 O -2.054 -2.402 -0.861
140 N -3.671 -1.023 -0.069
141 C -3.071 -0.882 1.253
142 C -2.600 0.526 1.546
143 C -3.553 1.497 1.850
144 C -3.152 2.795 2.105
145 C -1.804 3.100 2.034
146 C -0.923 2.085 1.717
147 N -1.296 0.824 1.493
148 H -3.432 -2.366 -3.042
149 H -2.947 -0.662 -2.915
150 H -4.602 -1.153 -2.460
151 H -4.326 -0.313 -0.350
152 H -2.245 -1.582 1.314
153 H -3.804 -1.166 2.003
154 H -4.602 1.223 1.900
155 H -3.880 3.560 2.349
156 H -1.439 4.101 2.220
157 H 0.146 2.267 1.646
158 O -1.581 0.538 -1.510
159 C -0.412 0.686 -1.263

Here are the Mulliken charges for atoms 1 to 8, given in e: number 1, Ca, carries 3.779; number 2, C, carries -1.793; number 3, C, carries 2.028; number 4, C, carries -1.641; number 5, C, carries -1.977; number 6, C, carries -0.250; number 7, C, carries -0.279; number 8, C, carries -0.016

2.
Molecular formula: C61H133N11O18
Method: DFT, the ωB97M-V functional and the def2-TZVPD basis

Calculated values
* HOMO level: -8.3 eV
* ΔE to the lowest compared entry with this formula, charge and spin: 1.053 eV
* LUMO: 0.1 eV
* total energy: -118653.5291 eV
* M: 1308.79 g mol⁻¹

Positions of all 223 atoms, in Å:
1 C -2.046 -16.296 26.758
2 C -1.614 -16.554 28.172
3 C -0.966 -17.929 28.172
4 O -1.070 -18.347 26.766
5 C -1.144 -17.221 25.978
6 H -1.816 -15.285 26.422
7 H -3.067 -16.601 26.534
8 H -2.506 -16.714 28.777
9 H -0.998 -15.725 28.521
10 H -1.511 -18.652 28.778
11 H 0.063 -17.861 28.525
12 H -1.430 -17.511 24.967
13 H -0.121 -16.861 25.868
14 C -6.330 -14.518 27.901
15 C -5.718 -15.660 28.716
16 C -6.524 -15.853 29.993
17 O -7.669 -15.033 29.707
18 C -7.215 -13.912 28.986
19 H -6.918 -14.808 27.030
20 H -5.478 -13.932 27.556
21 H -4.698 -15.407 29.005
22 H -5.677 -16.640 28.241
23 H -5.912 -15.675 30.877
24 H -6.917 -16.857 30.152
25 H -6.715 -13.154 29.590
26 H -8.040 -13.393 28.497
27 C -6.482 -10.484 26.296
28 C -7.568 -9.909 25.351
29 C -8.896 -10.276 26.031
30 O -8.604 -10.346 27.413
31 C -7.173 -10.283 27.642
32 H -5.568 -9.891 26.256
33 H -6.118 -11.470 26.006
34 H -7.492 -10.381 24.371
35 H -7.574 -8.827 25.218
36 H -9.272 -11.229 25.657
37 H -9.566 -9.419 25.964
38 H -6.808 -11.084 28.284
39 H -6.855 -9.346 28.099
40 C -2.827 -18.822 18.489
41 C -3.453 -20.188 18.427
42 C -2.370 -20.900 17.611
43 O -2.064 -19.908 16.646
44 C -2.178 -18.605 17.140
45 H -2.087 -18.789 19.288
46 H -3.597 -18.057 18.592
47 H -4.415 -20.142 17.916
48 H -3.591 -20.652 19.403
49 H -2.701 -21.790 17.077
50 H -1.549 -21.213 18.256
51 H -2.650 -17.928 16.428
52 H -1.151 -18.292 17.331
53 C -4.468 -11.050 21.236
54 C -4.967 -11.650 19.944
55 C -6.485 -11.554 20.062
56 O -6.755 -11.621 21.432
57 C -5.658 -11.215 22.256
58 H -4.121 -10.017 21.273
59 H -3.627 -11.620 21.630
60 H -4.546 -12.652 19.868
61 H -4.533 -11.076 19.125
62 H -7.027 -12.340 19.536
63 H -6.759 -10.616 19.580
64 H -5.524 -11.989 23.012
65 H -5.884 -10.213 22.620
66 C -6.384 -15.654 15.809
67 C -6.083 -16.567 17.020
68 C -6.079 -15.588 18.210
69 O -6.976 -14.543 17.745
70 C -6.640 -14.257 16.378
71 H -7.245 -16.121 15.331
72 H -5.607 -15.535 15.053
73 H -5.089 -17.014 17.012
74 H -6.869 -17.290 17.240
75 H -5.166 -15.025 18.401
76 H -6.331 -16.070 19.155
77 H -5.760 -13.629 16.239
78 H -7.489 -13.750 15.919
79 C -6.055 -14.809 23.914
80 C -5.503 -15.080 22.549
81 C -4.013 -14.911 22.662
82 O -3.921 -13.962 23.775
83 C -4.921 -14.356 24.747
84 H -6.392 -15.802 24.210
85 H -6.928 -14.160 23.988
86 H -5.971 -14.403 21.835
87 H -5.791 -16.021 22.081
88 H -3.464 -14.574 21.783
89 H -3.570 -15.860 22.965
90 H -5.153 -13.562 25.457
91 H -4.556 -15.147 25.403
92 C -10.951 -18.536 24.150
93 O -11.963 -17.937 23.814
94 N -10.281 -19.320 23.297
95 C -8.958 -19.827 23.676
96 C -10.728 -19.649 21.962
97 H -10.548 -18.588 25.173
98 H -8.885 -20.868 23.993
99 H -8.533 -19.279 24.517
100 H -8.317 -19.541 22.843
101 H -10.008 -19.220 21.265
102 H -10.756 -20.695 21.658
103 H -11.647 -19.107 21.735
104 C -9.566 -17.261 28.224
105 O -9.083 -17.933 27.322
106 N -10.626 -17.567 29.054
107 C -11.093 -16.574 29.960
108 C -11.308 -18.854 29.066
109 H -9.142 -16.271 28.456
110 H -10.717 -16.768 30.965
111 H -12.179 -16.657 29.915
112 H -10.815 -15.550 29.713
113 H -11.266 -19.415 30.000
114 H -12.365 -18.679 28.863
115 H -11.026 -19.428 28.183
116 C -1.395 -18.562 21.993
117 O -2.586 -18.172 22.136
118 N -0.343 -17.789 22.104
119 C 0.955 -18.390 21.924
120 C -0.378 -16.315 22.408
121 H -1.144 -19.612 21.780
122 H 1.270 -18.311 20.883
123 H 0.880 -19.453 22.151
124 H 1.752 -17.961 22.530
125 H -1.346 -15.855 22.605
126 H 0.402 -16.059 23.125
127 H 0.009 -15.814 21.521
128 C -0.740 -15.435 16.105
129 O 0.382 -15.743 16.536
130 N -1.773 -15.041 16.875
131 C -3.112 -14.619 16.330
132 C -1.637 -14.945 18.388
133 H -0.951 -15.488 15.026
134 H -3.170 -14.553 15.243
135 H -3.362 -13.626 16.703
136 H -3.929 -15.220 16.729
137 H -1.609 -13.890 18.659
138 H -2.369 -15.544 18.931
139 H -0.624 -15.228 18.674
140 C -4.093 -11.491 29.539
141 O -4.254 -11.367 28.328
142 N -3.144 -12.287 30.029
143 C -3.223 -12.714 31.422
144 C -2.023 -12.811 29.242
145 H -4.821 -11.070 30.250
146 H -2.234 -13.012 31.770
147 H -3.898 -13.554 31.584
148 H -3.410 -11.896 32.118
149 H -1.927 -12.254 28.310
150 H -1.000 -12.763 29.616
151 H -2.272 -13.828 28.939
152 C -5.921 -19.059 21.434
153 O -6.818 -18.421 20.940
154 N -5.834 -20.385 21.445
155 C -4.612 -21.021 22.028
156 C -6.894 -21.285 20.933
157 H -5.025 -18.534 21.799
158 H -4.029 -20.316 22.619
159 H -3.970 -21.528 21.308
160 H -5.065 -21.750 22.700
161 H -7.477 -20.745 20.187
162 H -6.532 -22.209 20.481
163 H -7.600 -21.639 21.684
164 C -3.059 -9.360 25.434
165 O -3.396 -8.189 25.275
166 N -2.350 -10.030 24.489
167 C -2.129 -11.484 24.579
168 C -1.673 -9.369 23.289
169 H -3.389 -9.989 26.275
170 H -2.634 -12.004 25.393
171 H -1.056 -11.637 24.695
172 H -2.383 -11.909 23.608
173 H -0.623 -9.660 23.256
174 H -2.197 -9.713 22.397
175 H -1.791 -8.286 23.342
176 C -5.360 -20.949 25.744
177 O -6.422 -21.290 25.360
178 N -4.902 -19.714 25.786
179 C -5.521 -18.528 25.162
180 C -3.628 -19.478 26.369
181 H -4.673 -21.728 26.111
182 H -4.959 -18.233 24.276
183 H -5.626 -17.711 25.877
184 H -6.516 -18.768 24.788
185 H -3.207 -20.297 26.951
186 H -2.945 -19.188 25.570
187 H -3.729 -18.673 27.097
188 C -11.008 -14.768 21.844
189 O -11.513 -13.686 22.074
190 N -9.721 -15.017 21.516
191 C -9.255 -16.354 21.228
192 C -8.805 -13.927 21.219
193 H -11.594 -15.699 21.888
194 H -8.951 -16.463 20.187
195 H -10.063 -17.065 21.402
196 H -8.366 -16.469 21.848
197 H -8.504 -13.913 20.171
198 H -9.374 -12.999 21.164
199 H -8.041 -13.638 21.941
200 C -0.749 -10.666 19.897
201 O -1.011 -11.774 20.376
202 N 0.010 -10.520 18.793
203 C 0.104 -9.197 18.217
204 C 0.448 -11.703 17.946
205 H -1.096 -9.660 20.178
206 H 0.177 -9.203 17.129
207 H 1.093 -8.824 18.485
208 H -0.705 -8.525 18.503
209 H 0.395 -12.569 18.605
210 H -0.129 -11.973 17.062
211 H 1.479 -11.570 17.617
212 C -11.847 -15.036 25.691
213 O -12.827 -14.911 26.409
214 N -10.702 -14.344 25.866
215 C -9.509 -14.768 25.146
216 C -10.548 -13.443 27.013
217 H -11.720 -15.629 24.771
218 H -8.900 -13.874 25.008
219 H -9.651 -15.236 24.172
220 H -8.849 -15.347 25.791
221 H -11.480 -12.978 27.333
222 H -10.127 -14.099 27.776
223 H -9.873 -12.588 26.964

Here are the Mulliken charges for atoms 1 to 8, given in e: number 1, C, carries 1.597; number 2, C, carries -0.607; number 3, C, carries -0.488; number 4, O, carries -0.442; number 5, C, carries -0.244; number 6, H, carries 0.374; number 7, H, carries -0.950; number 8, H, carries -0.184